Entry from OMol25: a 2-piece molecular cluster, C5H12NO2 overall in a non-equilibrium geometry (ωB97M-V/def2-TZVPD).

Atoms and positions in Å:
C  1.343  -1.581  0.374
O  2.121  -2.404  1.089
C  0.818  -0.382  1.235
C  -0.379  0.330  0.564
C  -0.727  1.723  1.060
C  -2.200  2.122  -0.753
N  -1.300  2.582  0.039
H  1.906  -1.059  -0.491
H  0.485  -2.062  -0.140
H  1.656  0.300  1.394
H  0.525  -0.858  2.171
H  -1.221  -0.353  0.475
H  -0.003  0.413  -0.450
H  0.140  2.260  1.453
H  -1.428  1.683  1.919
H  -2.579  2.804  -1.508
H  -2.491  1.074  -0.808
H  0.987  -2.866  -3.019
H  1.506  -1.724  -1.978
O  0.841  -2.003  -2.624

Values from the calculation:
E_tot: -10959.41684 eV
2S+1: 2
highest occupied orbital energy (alpha / beta): 3.66 / -0.07 eV
LUMO (alpha / beta): 5.96 / 5.85 eV
charge: -2

Entry from OMol25: a 2-piece molecular cluster, C5H12NO2 overall in a non-equilibrium geometry (ωB97M-V/def2-TZVPD).

Atoms and positions in Å:
O  -1.394  -1.965  1.092
C  -0.538  -2.004  0.242
C  0.108  -0.718  -0.223
N  -0.641  0.429  0.307
C  0.381  1.480  0.679
C  1.738  0.785  0.856
C  1.573  -0.642  0.259
H  -0.261  -2.946  -0.251
H  0.171  -0.719  -1.310
H  -1.208  0.849  -0.446
H  -1.258  0.113  1.063
H  0.508  2.161  -0.153
H  0.070  2.043  1.538
H  2.064  0.798  1.888
H  2.480  1.290  0.279
H  1.838  -1.395  0.999
H  2.287  -0.852  -0.534
H  -3.068  -0.059  -1.602
H  -2.513  0.838  -2.783
O  -2.338  0.513  -1.897

Values from the calculation:
E_tot: -10958.14884 eV
highest occupied orbital energy: -14.60 eV
LUMO: -3.06 eV
charge: +1

Entry from OMol25: C5H12NS as an isolated structure in a non-equilibrium geometry (ωB97M-V/def2-TZVPD).

Atoms and positions in Å:
C  -1.703  -0.603  -0.479
N  -0.641  0.465  -0.107
C  0.252  -0.340  -0.561
C  0.882  -1.505  0.183
S  2.607  -1.744  -0.319
C  2.659  1.855  0.667
C  -3.068  0.034  -0.142
H  -1.780  -0.689  -1.574
H  -1.701  -1.619  -0.104
H  3.307  2.126  -0.166
H  0.864  -0.107  -1.460
H  0.880  -1.235  1.242
H  0.299  -2.421  0.110
H  2.448  0.790  0.563
H  1.722  2.416  0.615
H  3.163  2.067  1.605
H  -2.952  0.614  0.766
H  -3.458  0.656  -0.947
H  -3.778  -0.758  0.108

Values from the calculation:
E_tot: -17702.41512 eV
highest occupied orbital energy: -2.73 eV
LUMO: 3.77 eV
charge: -1